Record 1
# C24H42N4O6S

A molecular structure, C24H42N4O6S (ωB97M-V/def2-TZVPD, OMol25).

```
77
Properties=species:S:1:pos:R:3:forces:R:3
S 0.42835 -4.76281 -1.74390 -0.6 -0.2 0.8
O 1.08676 -3.73679 -2.81871 0.0 -0.2 0.8
O 4.93908 -4.48443 -0.72825 -0.5 0.5 -1.0
O 1.27449 -4.28936 -0.44557 -0.2 -0.3 -1.1
O -0.92812 -4.42344 -1.48399 0.0 0.5 -0.4
O 0.70139 -6.09621 -2.13666 0.6 -0.1 0.1
O 3.76350 -3.55875 -4.51266 -0.6 -1.1 1.4
N -6.14871 4.80457 -1.33575 -0.1 0.1 -0.1
N -1.35237 2.11983 2.38427 -0.1 -0.1 0.2
N 2.68361 1.68307 2.48643 0.0 0.1 -0.1
N 3.27314 -4.18317 -2.29381 0.4 0.7 0.0
C 0.00951 0.23801 0.20748 0.1 -0.4 -0.3
C 2.58650 -2.37429 0.31543 0.0 0.5 -0.3
C 1.70112 -2.92107 -0.77817 0.1 -0.9 0.4
C 3.94573 1.29796 4.73597 0.2 0.2 0.2
C 0.60537 -0.87337 1.07827 -0.2 0.4 0.0
C -3.68089 3.06000 -0.46039 0.2 -0.2 0.2
C 5.46400 1.41302 4.56966 0.2 -0.2 -0.1
C 3.23556 1.52074 3.47860 -0.1 -0.1 0.1
C 4.54290 -3.81608 -1.65693 0.7 -0.7 1.2
C 3.44093 -4.44218 -3.72693 0.6 1.0 -1.6
C -8.60498 3.26618 0.60645 -0.2 -0.1 -0.2
C -2.50017 4.26502 1.44432 -0.3 0.1 0.1
C 5.31538 -2.61835 -2.15197 0.0 -0.6 -0.1
C 0.43600 0.24325 -1.26710 -0.7 0.1 -0.3
C 2.25857 -3.14318 -2.15695 -0.7 -0.4 -1.2
C -3.83793 3.94994 0.76694 0.0 -0.2 -0.2
C -6.90414 4.71722 -0.47688 -0.1 0.2 0.0
C -9.47958 3.08573 -0.62903 0.0 0.0 0.0
C -1.85897 3.06727 1.98248 0.1 0.1 -0.1
C 6.04231 0.34172 3.65181 0.0 0.1 0.0
C -7.86113 4.60571 0.62110 -0.1 -0.2 0.3
C -0.61320 -0.35958 -2.21950 0.5 -0.3 0.1
C 2.12289 -1.04779 0.93446 -0.4 -0.4 0.4
C 3.21726 -5.84713 -4.19082 0.4 0.0 0.4
H 3.17259 -6.55111 -3.37107 -0.2 0.0 0.1
H -4.30150 4.88836 0.47189 0.0 0.1 0.0
H 2.53813 -1.00900 1.93439 0.3 0.0 0.1
H 3.59672 2.03010 5.46562 -0.1 0.0 0.0
H 2.68018 -3.14496 1.07106 0.0 -0.2 0.1
H 2.30752 -5.89627 -4.77576 -0.3 0.1 0.0
H -3.01908 3.52450 -1.19332 0.0 0.0 0.0
H 6.23548 -2.55834 -1.58950 0.1 0.2 0.3
H 7.12627 0.43589 3.59290 0.0 0.0 0.0
H 2.54104 -0.19270 0.41887 0.1 0.1 -0.2
H -1.61447 -0.26745 -1.81584 -0.2 0.2 -0.1
H 0.04839 -1.79138 0.89788 0.1 -0.3 0.0
H -0.43813 -1.41736 -2.40159 -0.1 -0.2 0.1
H 0.20453 1.19512 0.66903 0.3 0.2 0.1
H 1.37316 -0.27815 -1.44900 0.3 0.1 0.2
H -7.32071 4.71643 1.56331 0.1 0.0 -0.1
H -10.21555 3.88775 -0.70877 0.0 0.0 0.0
H -8.88247 3.07810 -1.54187 0.0 0.0 0.0
H -0.55340 0.11076 -3.19449 -0.2 0.2 -0.2
H 5.64597 0.43024 2.63902 0.0 0.0 0.0
H 2.45598 -2.25082 -2.74587 0.1 0.3 0.1
H 3.58149 -2.21425 -0.08744 0.2 -0.1 0.1
H -9.22916 3.21210 1.49970 0.1 0.1 0.1
H 0.57829 1.27266 -1.58225 0.2 0.2 0.0
H 5.92419 1.32805 5.55542 -0.1 0.0 0.0
H 0.38863 -0.60134 2.10595 -0.1 0.0 0.2
H -4.51083 3.47191 1.48437 0.1 0.0 0.1
H -7.88831 2.44552 0.67020 0.1 0.0 0.0
H -10.01811 2.14012 -0.57774 0.0 0.0 0.0
H -4.63504 2.88072 -0.94358 -0.1 0.0 0.0
H 4.72660 -1.71382 -2.06009 -0.1 0.2 -0.1
H 5.57652 -2.77043 -3.19249 -0.1 0.2 -0.3
H 0.75115 -2.42183 -0.94133 0.2 0.8 0.2
H -8.57061 5.43281 0.56435 0.0 0.0 -0.1
H 3.68354 0.31315 5.12660 -0.1 0.0 -0.1
H -1.82591 4.74552 0.73355 0.1 -0.1 0.0
H 5.71928 2.40146 4.18443 -0.1 0.0 0.0
H 4.03835 -6.10379 -4.85052 0.1 0.0 -0.2
H 5.81193 -0.65862 4.02292 0.0 0.0 0.0
H -1.07235 0.13591 0.21993 -0.2 0.0 0.2
H -2.65459 4.97183 2.26138 0.1 0.0 0.1
H -3.25984 2.09138 -0.17994 0.1 0.0 0.0
```
Forces are in eV/Å.

As for the frontier orbital gap: 0.3923 Eh. The max |F| is 0.03938 Eh/bohr. Its total charge is 0. Its HOMO energy is -10.25 eV. The calculation puts the relative energy (zero: lowest compared OMol25 entry of this formula, charge and spin) at 0.00 kJ/mol.


Record 2
# C24H42NP3SV

A molecular structure, C24H42NP3SV (ωB97M-V/def2-TZVPD, OMol25).

```
72
Properties=species:S:1:pos:R:3:forces:R:3
V -0.09412 0.05504 0.74111 0.3 0.3 0.9
S 2.45525 0.45001 -5.18840 -0.4 1.0 0.2
P -1.95347 -1.47809 1.52697 -1.2 -0.6 0.7
P -1.51371 1.94830 0.62787 -1.4 1.8 -0.3
P 1.57777 1.14967 -0.70922 1.2 1.3 -1.6
N 0.36868 0.20047 2.61646 0.2 0.3 2.9
C -2.68054 2.12340 2.02016 0.0 -0.2 0.2
C -0.08474 -1.46217 -0.89622 2.3 -2.5 1.3
C 1.56057 -0.45393 -7.64012 0.3 -0.3 0.6
C -1.04361 0.19124 7.25082 0.2 0.2 -0.8
C 0.40289 0.28069 3.79383 -0.5 -0.4 -0.8
C -0.73012 3.59999 0.63814 0.2 -0.1 0.1
C 0.88404 -1.83042 0.09475 -1.6 -1.2 -3.4
C 0.30663 0.24081 5.21539 0.2 0.2 0.4
C 2.92375 0.13719 -1.45254 -0.2 -0.4 0.4
C 2.88244 -1.99695 -6.29299 -0.4 0.6 0.0
C -3.47722 -1.32991 0.51749 0.1 -0.1 -0.1
C -2.58866 1.96551 -0.84902 0.1 -0.2 -0.1
C 2.28347 -0.73157 -6.46213 -0.2 -1.1 -1.2
C 1.96924 -2.71020 -8.41892 0.1 0.1 0.2
C 1.45268 -0.03401 5.99759 0.4 -0.1 0.0
C 1.40074 -1.44608 -8.60416 0.1 -0.1 0.1
C -2.58802 -1.23090 3.23151 0.2 0.4 0.1
C 2.53916 2.54722 -0.02098 -0.2 -0.1 0.4
C 0.10335 -0.08346 8.00189 0.0 -0.1 -0.1
C 1.35071 -0.18303 7.37959 -0.1 0.1 -0.4
C -1.60261 -3.28323 1.60757 0.3 0.2 -0.3
C 2.71373 -2.98187 -7.26416 -0.1 0.3 -0.1
C 0.76599 1.83824 -2.21526 -0.2 -0.1 0.1
C -0.94039 0.40522 5.87279 -0.3 -0.2 0.2
H 0.82646 -1.22789 -9.50357 0.2 -0.1 0.2
H 0.19962 1.05081 -2.72639 0.1 0.2 0.0
H -1.89147 -1.68221 3.94991 -0.2 0.1 -0.2
H -1.06371 -1.95745 -0.93104 0.4 0.3 0.1
H 1.87596 3.28793 0.43989 0.3 -0.1 -0.1
H -2.66747 -0.16242 3.45737 -0.1 -0.3 0.0
H 0.23232 -0.97167 -1.82433 -0.1 0.2 0.4
H -0.75313 -3.44251 2.28489 -0.2 0.0 -0.1
H 0.07546 2.65000 -1.96784 0.2 -0.1 -0.1
H -2.46727 -3.83894 1.99765 0.2 0.3 -0.2
H 1.68028 1.44463 -5.73931 0.5 -0.7 0.3
H 1.94858 -1.64742 -0.09021 -0.5 0.3 0.2
H 3.20291 2.14211 0.75520 -0.1 0.2 -0.2
H -1.98693 2.00239 -1.76331 -0.2 0.0 0.2
H 3.55691 0.73683 -2.11995 -0.3 0.0 0.2
H -3.40204 1.30053 2.05310 0.1 0.2 0.0
H -1.33069 -3.68186 0.62400 -0.2 -0.1 0.2
H 0.01725 -0.22496 9.08161 0.1 0.0 -0.4
H -3.22338 3.07072 1.89757 0.1 -0.2 0.0
H 1.83566 -3.48414 -9.17224 0.0 0.2 0.2
H -3.92963 -0.33854 0.63788 0.1 -0.3 0.0
H 2.41877 -0.13426 5.49989 -0.2 0.0 0.2
H -1.52212 4.35842 0.70297 0.2 -0.2 0.0
H 0.65879 -2.63585 0.80383 -0.1 0.6 0.0
H -2.12498 2.15692 2.96655 -0.2 0.0 -0.2
H -2.01990 0.23668 7.72774 0.2 0.1 -0.1
H -3.22976 2.85557 -0.79464 0.1 -0.2 0.0
H 1.52152 2.21590 -2.91589 -0.1 -0.1 0.3
H 1.13277 0.53664 -7.76786 0.0 -0.2 -0.1
H 2.51351 -0.70131 -2.02606 0.1 0.2 0.0
H 3.16444 -3.96028 -7.11334 -0.1 0.2 -0.1
H 3.14130 3.02573 -0.80763 -0.2 -0.2 0.2
H -3.21285 1.06543 -0.87925 0.1 0.3 0.0
H -4.20386 -2.09283 0.83069 0.2 0.2 -0.1
H -3.58074 -1.68584 3.35129 0.3 0.0 -0.1
H -3.24344 -1.47601 -0.54353 -0.2 0.0 0.1
H 3.54372 -0.26733 -0.64349 0.0 0.1 -0.2
H 2.24223 -0.38775 7.97035 -0.2 0.1 -0.2
H 3.46531 -2.18375 -5.39252 -0.1 -0.1 -0.2
H -0.08503 3.68416 1.52169 -0.2 0.1 -0.2
H -0.12980 3.77961 -0.25869 -0.2 0.0 0.2
H -1.82942 0.68700 5.30717 0.3 -0.2 0.2
```
Forces are in eV/Å.

As for the frontier orbital gap (spin up / spin down): 0.0700 / 0.0840 Eh. The max |F| is 0.07643 Eh/bohr. Its total charge is +3. Its HOMO energy (spin up / spin down) is -13.73 / -13.80 eV. As for the expectation value of S²: 2.036. The calculation puts the relative energy (zero: lowest compared OMol25 entry of this formula, charge and spin) at 34.30 kJ/mol. As for the spin multiplicity: 3.


Record 3
# C24H43AlF13N3O5PS

A molecular structure, C24H43AlF13N3O5PS (ωB97M-V/def2-TZVPD, OMol25).

```
91
Properties=species:S:1:pos:R:3:forces:R:3
S -4.06146 -4.89036 -0.35054 -1.7 -1.4 -0.2
P 1.07812 -2.48710 -1.60082 2.2 0.4 -0.3
Al 3.20816 6.99683 -3.04641 0.0 0.1 0.0
F 1.77231 6.22485 -2.49612 0.5 0.2 -0.2
F -4.02184 -1.54489 0.32746 -0.5 -0.3 1.0
F -5.54986 -2.97266 -1.33563 -1.1 0.1 0.4
F 3.30963 8.56913 -2.37213 0.0 -0.5 -0.2
F -3.76122 -1.09785 -1.73059 -0.5 -0.1 -0.6
F 4.56702 6.06608 -2.55597 -0.5 0.2 -0.1
F -4.73762 -5.66704 -1.57592 0.2 0.0 -0.1
F -3.46486 -4.18047 0.91486 0.5 0.3 0.0
F -2.64261 -5.14962 -0.99496 0.4 0.4 0.1
F -5.52035 -4.75961 0.26754 0.2 0.2 0.4
F -3.92852 -3.50513 -2.55558 0.9 -0.4 -0.8
F -3.91757 -6.27462 0.39220 0.1 -0.1 0.1
F 3.17602 7.10230 -4.75764 0.0 -0.1 0.6
O 0.60787 -3.80843 -0.66012 -0.7 0.4 -0.7
O -4.04095 0.05700 2.94590 -0.5 -1.9 0.5
O 2.63322 1.54959 3.16665 0.2 0.1 -0.5
O 1.99913 -0.78506 0.66692 -0.4 -0.5 0.6
O -4.43197 2.23007 2.70718 0.5 0.2 -1.0
N 1.00319 0.18005 -1.56832 -0.4 -0.4 0.8
N 0.17329 1.05842 -2.32580 0.2 -0.2 -1.4
N 0.39104 -2.59607 -3.18850 -0.7 -0.5 1.4
C -1.97643 -2.19143 -0.72171 0.1 0.3 -0.4
C 3.94755 1.64229 -2.73764 0.0 0.4 0.7
C 3.15575 0.81519 2.06031 -0.5 0.2 -0.3
C 0.59800 -0.78820 0.62159 -1.0 0.3 -1.5
C 3.12343 -3.90022 2.52640 0.1 0.1 -0.1
C -0.09522 0.49028 1.13956 -0.9 -0.7 1.0
C 3.89637 -1.54344 1.85903 2.0 -1.1 -0.6
C -5.62680 2.25582 1.89670 -0.2 0.2 0.1
C 1.71076 2.92938 -2.99320 0.8 -0.8 0.3
C -3.66461 1.09114 2.53403 0.2 1.7 -0.4
C -4.27296 -3.28733 -1.29999 0.0 0.7 0.3
C 2.96171 2.65490 -2.13144 0.3 0.6 -0.4
C -1.38489 0.12002 1.95048 0.5 0.8 -0.4
C -1.24347 -0.90872 -1.21353 -0.3 -0.5 -0.1
C 2.60992 -0.65039 1.93978 0.6 0.8 0.7
C 2.40589 -1.16286 4.33985 0.2 0.4 1.4
C -2.33683 1.32616 1.85170 0.4 -0.7 1.0
C -3.49999 -2.04819 -0.78457 1.7 0.8 -0.6
C 3.54847 -2.98024 1.58407 0.3 -0.3 0.2
C 1.82355 -1.13444 3.14918 -0.2 0.3 -0.4
C 0.95002 1.66653 -3.43191 -0.9 1.1 0.1
C 2.46073 2.90179 2.76686 -0.3 0.4 0.1
C 0.26343 -0.92274 -0.91075 -0.4 -0.2 0.2
C -5.49906 1.63756 0.49855 -0.7 0.1 0.1
H 3.62751 0.61083 -2.56183 0.1 0.0 -0.4
H -1.64084 -2.50165 0.26559 -0.2 -0.2 -0.1
H -0.61480 -2.76878 -3.18254 0.1 0.1 -0.5
H -1.84920 -0.79983 1.59483 -0.1 0.1 0.0
H 0.51227 1.08608 1.82373 0.3 -0.2 -0.2
H 1.06236 3.57192 -2.38862 -0.1 0.1 -0.4
H 3.79910 -4.38716 3.23399 -0.5 1.6 1.4
H -5.88017 3.31062 1.77007 0.2 0.0 0.3
H -6.43090 1.79905 2.48300 0.0 -0.1 -0.3
H 1.57062 0.93224 -3.95080 0.0 -0.1 0.3
H 2.92998 -0.29965 4.74802 1.3 -0.5 -0.7
H -6.19878 2.16713 -0.15704 0.1 -0.1 0.1
H -1.72944 -2.95517 -1.46108 0.1 -0.2 0.4
H -1.08890 -0.03540 2.99250 -0.2 -0.1 0.0
H 3.49687 3.61134 -2.07171 -0.1 -0.1 0.1
H 1.73188 -0.23405 -2.14205 0.0 0.5 -0.2
H 2.84239 1.33268 1.14429 0.0 -0.3 -0.1
H -1.85252 2.14924 2.39035 -0.2 0.2 -0.4
H -2.46396 1.59182 0.80053 -0.2 0.2 0.1
H 3.34474 3.30455 2.25888 0.0 -0.1 0.2
H 4.91280 1.76419 -2.23366 -0.1 -0.1 -0.1
H 2.34312 -2.02823 4.99770 -1.2 0.5 0.4
H -5.82163 0.59602 0.49488 0.4 -0.1 0.0
H 0.16887 -4.45064 -1.23969 0.0 0.0 0.4
H 4.49654 -1.18231 1.01085 -0.2 0.2 0.1
H 3.67621 -3.32263 0.55154 -2.2 0.8 -0.4
H -0.09486 1.86182 -1.76265 0.3 -0.3 0.4
H 0.80602 -1.51649 3.12408 0.5 -1.2 -0.9
H 2.68662 2.40367 -1.10140 0.0 -0.3 -0.2
H 4.52739 -1.43100 2.74811 -0.4 0.2 0.2
H -1.75526 0.00081 -0.89530 0.2 0.0 0.2
H 0.85496 -3.33368 -3.70770 0.0 0.2 -0.1
H 2.02896 3.48406 -3.88168 -0.2 0.1 0.1
H 0.19236 2.00841 -4.15034 0.1 -0.2 -0.1
H -4.51583 1.75667 0.04599 0.0 -0.1 0.2
H -1.36784 -0.92122 -2.29686 0.1 0.4 0.1
H 4.25416 0.83363 2.03099 -0.1 0.0 0.4
H -0.43413 1.15021 0.33928 0.5 -0.1 -0.2
H 0.13893 -1.67450 1.08403 0.5 0.1 0.4
H 2.07529 -4.21475 2.56276 0.5 -1.6 -1.3
H 2.23464 3.51759 3.63982 0.2 -0.2 0.1
H 4.11745 1.86976 -3.79366 -0.1 -0.3 0.0
H 1.61154 3.01456 2.07586 0.1 -0.2 0.0
```
Forces are in eV/Å.

As for the frontier orbital gap: 0.2633 Eh. The max |F| is 0.04595 Eh/bohr. Its total charge is -1. Its HOMO energy is -5.70 eV.